No. 1
Computed, not measured: an isolated ion of composition C25H28N3O4S and charge +1, with ωB97M-V/def2-TZVPD.

```
! RIJCOSX wB97M-V def2-TZVPD def2/J DEFGRID3
* xyz 1 1
C 0.8140 1.1800 3.2473
H 1.5859 1.8835 3.5717
H -0.1676 1.6134 3.4326
H 0.9110 0.2459 3.8063
O 0.8682 0.9556 1.8542
C 1.9725 0.3440 1.3292
C 3.0810 0.0088 2.0660
C 4.1787 -0.6651 1.4946
C 5.3260 -0.9934 2.2447
C 6.3645 -1.6677 1.6642
C 6.3046 -2.0485 0.3132
C 5.2066 -1.7444 -0.4411
C 4.1216 -1.0435 0.1279
C 2.9810 -0.6927 -0.6091
C 1.9340 0.0153 -0.0578
C 0.7964 0.2831 -0.9624
O 0.4522 -0.4992 -1.8364
N -0.2623 1.1644 -0.4134
C -1.4795 0.6819 -0.2316
N -1.8558 -0.5535 -0.5492
C -3.1578 -0.8704 -0.2191
C -3.8207 0.1884 0.3896
C -5.1528 0.0977 0.7998
C -5.7829 -1.1180 0.5630
C -5.1263 -2.1817 -0.0485
C -3.8026 -2.0924 -0.4556
O -3.0647 -3.0540 -1.0585
C -3.6812 -4.2950 -1.3388
H -4.5316 -4.1719 -2.0145
H -2.9155 -4.8953 -1.8254
H -4.0065 -4.7932 -0.4218
H -5.6780 -3.0939 -0.2032
H -6.8107 -1.2564 0.8542
O -5.6865 1.1924 1.3803
C -7.0334 1.1430 1.8068
H -7.2378 2.1222 2.2344
H -7.1802 0.3744 2.5701
H -7.7094 0.9643 0.9666
S -2.7619 1.5775 0.5341
C 0.0327 2.5770 -0.3811
H 0.7733 2.7802 0.3939
C 0.5924 2.8778 -1.7726
N 1.6196 1.8779 -2.0314
C 2.9256 2.3144 -1.5663
H 2.8768 2.6026 -0.5183
H 3.2808 3.1690 -2.1512
H 3.6443 1.5037 -1.6629
C 1.6544 1.4302 -3.4108
H 0.7814 0.8045 -3.6037
H 2.5416 0.8228 -3.5709
H 1.6675 2.2681 -4.1114
H -1.2347 -1.1754 -1.0666
H 0.9858 3.8976 -1.8272
H -0.2060 2.7688 -2.5098
H -0.8702 3.1499 -0.1695
H 2.9068 -0.9867 -1.6458
H 5.1511 -2.0335 -1.4801
H 7.1347 -2.5829 -0.1225
H 7.2410 -1.9154 2.2434
H 5.3714 -0.7047 3.2844
H 3.1370 0.2486 3.1158
*
```

LUMO energy   -0.08745 Ha

These are the Löwdin partial charges, in e, on atoms 1 to 5: C -0.0555; H 0.1017; H 0.0963; H 0.1041; O -0.1203



No. 2
Computed, not measured: a 5-piece molecular cluster, C23H30FN5O3 overall at a distorted geometry, with ωB97M-V/def2-TZVPD.

```
! RIJCOSX wB97M-V def2-TZVPD def2/J DEFGRID3
* xyz 0 1
C 0.2564 3.9762 0.1824
C 0.5312 5.5441 0.4151
O 1.1758 5.9160 1.4411
N 0.0184 6.5915 -0.5382
C 0.9184 7.7847 -0.4853
C -1.3647 6.8820 -0.0501
C -2.6396 6.2717 -0.8097
C -3.7549 6.8386 0.2351
F -3.8468 5.8302 1.2770
C -3.0104 8.1036 0.9648
O -3.4001 8.7727 1.9473
O -1.7669 8.2488 0.2283
H 1.0956 3.4774 -0.4179
H -0.7877 3.8168 -0.2853
H 0.2697 3.4794 1.2284
H 2.0054 7.3875 -0.4985
H 0.7866 8.4441 0.4409
H 0.8178 8.4720 -1.3997
H -1.3745 6.4127 1.0072
H -2.8504 6.8332 -1.7870
H -2.5464 5.1228 -0.8937
H -4.7976 7.0309 -0.1825
C 1.1177 -0.7374 -0.9931
C 1.3064 -0.5010 -2.3773
C 2.1663 0.5629 -2.4968
N 2.5004 0.9810 -1.2353
C 1.8692 0.1898 -0.3127
H 0.5006 -1.5024 -0.5439
H 0.8627 -1.0491 -3.1955
H 2.5676 1.0585 -3.3679
H 3.1151 1.7498 -1.0203
H 2.0078 0.3555 0.7454
C 0.1005 -2.7220 3.9826
C -0.7552 -3.3035 3.0145
C -0.1370 -3.1801 1.7945
N 1.0596 -2.5407 1.9896
C 1.2139 -2.2628 3.3221
H -0.0778 -2.6485 5.0453
H -1.7170 -3.7624 3.1909
H -0.4450 -3.4902 0.8066
H 1.7229 -2.3113 1.2657
H 2.0996 -1.7624 3.6837
C 3.2122 -6.2374 0.6860
C 3.1808 -6.5017 -0.7060
C 2.5052 -5.4660 -1.3037
N 2.1229 -4.5886 -0.3234
C 2.5546 -5.0486 0.8926
H 3.6663 -6.8485 1.4521
H 3.6060 -7.3548 -1.2144
H 2.2624 -5.2784 -2.3392
H 1.6053 -3.7372 -0.4745
H 2.3562 -4.4940 1.7959
C -3.2559 -5.6376 -2.1619
C -3.4173 -5.8673 -0.7732
C -2.1697 -6.1073 -0.2502
N -1.2620 -6.0356 -1.2729
C -1.9149 -5.7443 -2.4409
H -4.0341 -5.4173 -2.8779
H -4.3435 -5.8574 -0.2173
H -1.8506 -6.3237 0.7584
H -0.2669 -6.1749 -1.1799
H -1.3707 -5.6399 -3.3675
*
```

SMILES   CC(=O)N(C)[C@@H]1C[C@@H](F)C(=O)O1.c1cc[nH]c1.c1cc[nH]c1.c1cc[nH]c1.c1cc[nH]c1
LUMO energy   0.01194 Ha

These are the Löwdin partial charges, in e, on atoms 1 to 5: C 0.0043; C -0.3654; O 0.0356; N -0.0724; C -0.0911



No. 3
Computed, not measured: one molecule with the formula C7H14O2, with ωB97M-V/def2-TZVPD.

```
! RIJCOSX wB97M-V def2-TZVPD def2/J DEFGRID3
* xyz 0 1
C -0.0580 -0.3958 0.8705
C -1.0766 -0.1639 -0.2675
C -0.2795 0.8195 -1.1273
C 0.0590 -1.8444 1.3511
C -0.3091 0.5523 2.0476
C -0.5987 0.8729 -2.6194
C 1.2021 0.0079 0.0717
O 2.0393 0.8386 0.6983
O 1.7543 -0.7922 -0.8474
H 2.8646 0.8389 0.1867
H -1.2469 -1.0917 -0.8209
H -2.0470 0.1933 0.0888
H -0.2762 1.8225 -0.7005
H 0.9430 -0.0646 -1.3672
H 0.3187 -2.5049 0.5237
H 0.8224 -1.9473 2.1259
H -0.8959 -2.1652 1.7732
H -1.2451 0.2748 2.5362
H -0.3904 1.5897 1.7200
H 0.4935 0.4951 2.7835
H 0.0609 1.5638 -3.1498
H -1.6300 1.2104 -2.7854
H -0.5046 -0.1098 -3.0921
*
```

LUMO energy   0.02887 Ha

These are the Löwdin partial charges, in e, on atoms 1 to 5: C -0.4700; C -0.1344; C -0.2560; C -0.0260; C -0.0362



No. 4
Computed, not measured: one molecule with the formula C23H34N4O4S at a distorted geometry, with ωB97M-V/def2-TZVPD.

```
! RIJCOSX wB97M-V def2-TZVPD def2/J DEFGRID3
* xyz 0 1
C 7.7823 2.8998 0.3891
C 6.3500 2.4717 0.0822
N 6.2409 1.0805 -0.3005
C 6.6586 0.6746 -1.6236
C 5.4764 0.6228 -2.5886
S 6.4072 -0.0628 0.8888
O 7.5878 -0.8622 0.6981
O 6.2122 0.5702 2.1586
C 4.9900 -1.1157 0.5581
C 5.1535 -2.4957 0.5228
C 4.0652 -3.3088 0.3035
C 2.7986 -2.7428 0.1138
N 1.7008 -3.5338 -0.0946
C 0.4751 -2.9999 -0.2612
C 0.2314 -1.6619 -0.2686
C -1.2051 -1.2615 -0.4548
O -2.0820 -2.1096 -0.5175
N -1.4150 0.0570 -0.5619
C -2.7321 0.6351 -0.6542
C -3.1046 1.3899 0.6219
C -4.5493 1.8978 0.5491
N -5.4841 0.8246 0.2427
C -6.3758 1.1690 -0.8506
C -7.1379 -0.0542 -1.3449
C -7.9606 -0.6284 -0.2016
C -7.0197 -0.9309 0.9555
C -6.2279 0.3093 1.3874
C -5.3098 -0.0948 2.5391
C 1.3217 -0.7176 -0.0875
O 1.2046 0.5056 -0.1131
C 2.6370 -1.3463 0.1353
C 3.7573 -0.5439 0.3693
H 8.4235 2.7809 -0.4816
H 8.1727 2.2848 1.1960
H 7.8016 3.9424 0.6957
H 5.7397 2.5896 0.9788
H 5.9230 3.0781 -0.7214
H 7.1124 -0.3144 -1.5275
H 7.4210 1.3595 -2.0075
H 5.8167 0.3160 -3.5742
H 5.0105 1.6014 -2.6694
H 4.7290 -0.0840 -2.2373
H 6.1431 -2.8981 0.6695
H 4.1758 -4.3831 0.2795
H 1.8221 -4.5370 -0.1047
H -0.3547 -3.6801 -0.3985
H -0.6162 0.6731 -0.4358
H -2.7677 1.3105 -1.5153
H -3.4430 -0.1794 -0.8058
H -2.4341 2.2411 0.7620
H -2.9798 0.7163 1.4679
H -4.8093 2.4094 1.4862
H -4.5988 2.6491 -0.2450
H -5.7705 1.5675 -1.6685
H -7.1024 1.9490 -0.5492
H -6.4216 -0.8013 -1.6891
H -7.7764 0.2286 -2.1839
H -8.4790 -1.5362 -0.5159
H -8.7135 0.0995 0.1124
H -6.3065 -1.6967 0.6465
H -7.5824 -1.3095 1.8110
H -6.9423 1.0764 1.7562
H -4.7944 0.7577 2.9717
H -5.9032 -0.5599 3.3235
H -4.5769 -0.8155 2.1868
H 3.6348 0.5274 0.3951
*
```

SMILES   CCN(CC)S(=O)(=O)c1ccc2[nH]cc(C(=O)NCCCN3CCCC[C@H]3C)c(=O)c2c1
LUMO energy   -0.00442 Ha

These are the Löwdin partial charges, in e, on atoms 1 to 5: C -0.0703; C -0.2528; N -0.2738; C -0.2508; C -0.0633



No. 5
Computed, not measured: a 6-piece molecular cluster, C32H64BIN3O19 overall at a distorted geometry, with ωB97M-V/def2-TZVPD.

```
! RIJCOSX wB97M-V def2-TZVPD def2/J DEFGRID3
* xyz 1 1
C -1.8838 -1.0292 1.4840
C -2.2733 -2.2389 0.7380
O -1.5236 -2.9152 0.0786
O -3.6006 -2.5129 0.8436
C -3.8569 -3.7580 1.5033
C -5.0574 -3.6041 2.4131
C -4.6393 -3.4702 3.8636
C -3.9280 -4.7413 4.3186
C -2.6564 -4.4148 5.0911
C -1.7902 -5.6236 5.2954
N -1.3904 -6.2092 4.0125
C -0.4569 -5.7242 3.2408
N 0.2775 -4.6965 3.6930
C 1.0792 -3.9155 2.7300
C 1.3401 -4.6326 1.4193
I 3.1994 -4.0675 0.5203
C 1.1256 -6.1251 1.5276
B 2.1509 -6.9460 2.4511
O 3.4513 -6.6131 2.6903
O 1.6613 -8.0569 3.0495
N -0.2505 -6.3204 2.0482
H -2.3028 -0.1862 0.9607
H -2.2268 -1.0446 2.5017
H -0.8170 -0.9359 1.4951
H -2.9894 -4.0947 2.0438
H -4.1004 -4.4839 0.7433
H -5.7037 -4.4551 2.3078
H -5.5576 -2.7033 2.1175
H -5.4971 -3.2761 4.4824
H -3.9970 -2.6146 3.9759
H -4.5810 -5.2731 4.9873
H -3.6364 -5.3137 3.4546
H -2.1113 -3.6076 4.6368
H -2.9347 -4.0464 6.0632
H -2.3553 -6.3642 5.8256
H -0.9302 -5.4443 5.9070
H -1.9000 -7.0197 3.7123
H 0.7885 -4.9347 4.5293
H 0.5960 -2.9797 2.5170
H 2.0169 -3.6861 3.1963
H 0.6189 -4.2643 0.7154
H 1.1491 -6.5694 0.5504
H 3.5304 -5.7069 3.0004
H 2.1325 -8.1568 3.8829
H -0.9348 -6.0363 1.3562
C -3.4790 6.4576 0.1114
C -2.4963 5.5586 0.8283
O -2.6418 4.1844 0.4262
C -2.0828 3.8708 -0.7378
O -1.4667 4.6071 -1.4598
O -2.3329 2.5824 -0.9886
C -1.8392 2.1365 -2.2563
H -4.4965 6.0880 0.2410
H -3.4192 7.4724 0.5025
H -3.2729 6.4876 -0.9572
H -2.6884 5.5696 1.8989
H -1.4693 5.8855 0.6738
H -0.7828 2.3690 -2.3688
H -2.4115 2.5879 -3.0641
H -1.9753 1.0589 -2.2805
C -4.7611 -2.8363 -2.1977
C -6.0400 -2.9177 -1.3920
O -6.9665 -1.8974 -1.7788
C -7.6497 -2.1440 -2.8989
O -7.5650 -3.1363 -3.5730
O -8.4399 -1.1018 -3.1353
C -9.1972 -1.1931 -4.3472
H -4.3363 -1.8334 -2.1390
H -4.0264 -3.5518 -1.8271
H -4.9518 -3.0502 -3.2482
H -5.8271 -2.7448 -0.3400
H -6.5032 -3.9009 -1.4756
H -9.7520 -2.1264 -4.3914
H -8.5388 -1.1063 -5.2091
H -9.8926 -0.3603 -4.3401
C 7.5845 0.3647 -2.6365
C 6.9096 0.7711 -1.3452
O 5.5133 1.0623 -1.5580
C 4.7167 0.0044 -1.6476
O 5.0624 -1.1443 -1.5410
O 3.4733 0.4273 -1.8850
C 2.5296 -0.6291 -2.0824
H 7.4200 1.1208 -3.4040
H 8.6559 0.2436 -2.4824
H 7.1811 -0.5754 -3.0097
H 7.3586 1.6864 -0.9695
H 7.0265 0.0099 -0.5752
H 2.5603 -1.3382 -1.2588
H 2.7296 -1.1375 -3.0239
H 1.5418 -0.1803 -2.1285
C 1.2923 5.0511 -3.0519
C 2.0199 4.8488 -4.3633
O 1.2133 5.2452 -5.4837
C 1.1599 6.5543 -5.7168
O 1.7338 7.4115 -5.0987
O 0.3574 6.7530 -6.7630
C 0.1528 8.1280 -7.0972
H 0.3243 4.5554 -3.0695
H 1.8801 4.6519 -2.2265
H 1.1104 6.1080 -2.8644
H 2.2311 3.7919 -4.5165
H 2.9711 5.3782 -4.3801
H 1.1005 8.6451 -7.2220
H -0.4431 8.6174 -6.3291
H -0.3908 8.1403 -8.0366
C 7.3077 7.0934 2.7640
C 8.3354 6.0936 2.2817
O 7.9258 4.7409 2.5464
C 7.0366 4.2373 1.6981
O 6.5730 4.7918 0.7376
O 6.7470 2.9946 2.0930
C 5.7448 2.3392 1.3101
H 7.0768 6.9228 3.8159
H 7.6818 8.1094 2.6445
H 6.3791 7.0002 2.2028
H 9.2701 6.2244 2.8221
H 8.5471 6.2186 1.2212
H 5.9837 2.3690 0.2571
H 4.7714 2.7945 1.4877
H 5.7103 1.3018 1.6345
*
```

LUMO energy   -0.11230 Ha

These are the Löwdin partial charges, in e, on atoms 1 to 5: C 0.0432; C -0.5306; O 0.1147; O -0.0312; C -0.1759



No. 6
Computed, not measured: a 3-piece molecular cluster, C38H59BrN4O3 overall at a distorted geometry, with ωB97M-V/def2-TZVPD.

```
! RIJCOSX wB97M-V def2-TZVPD def2/J DEFGRID3
* xyz 0 3
C 0.3151 -6.6688 -10.7074
C 0.5528 -5.5544 -9.8465
C 0.1916 -4.2278 -8.8973
C 0.1488 -2.7854 -9.6479
N -0.2005 -1.5110 -8.9331
C -0.5075 -1.7315 -7.4784
C -0.9561 -0.3878 -6.6014
C -1.0762 1.0442 -7.3895
C 0.1483 2.0983 -7.1131
O 1.3927 2.0102 -7.6296
Br -0.1652 3.7365 -5.9425
C -1.2948 -0.4679 -4.9997
C -1.1912 -1.9426 -4.2803
C -0.7438 -3.2670 -5.1401
C -0.6271 -4.7050 -4.3347
C -0.3863 -4.5613 -2.7198
C 0.9509 -3.7183 -2.2862
C 1.1683 -3.6138 -0.6360
C 0.7650 -2.1390 -0.0211
C -0.7020 -1.5791 -0.4922
C -1.5183 -0.7233 0.6444
C -1.9520 0.7522 -0.0058
C -0.4107 -3.1949 -6.7751
N -0.0578 -4.4960 -7.4398
H 0.1572 -7.5039 -11.5453
H 0.4047 -2.7387 -10.8035
H -2.0912 1.5582 -7.0313
H -1.1763 0.9249 -8.5660
H -1.5969 0.4570 -4.3366
H -1.4539 -2.0178 -3.1426
H -1.5897 -5.3961 -4.4680
H 0.2752 -5.3662 -4.7512
H -0.2438 -5.6633 -2.2838
H -1.3894 -4.1648 -2.2136
H 0.9964 -2.6170 -2.6794
H 1.9228 -4.2665 -2.7069
H 2.3195 -3.7809 -0.3680
H 0.5605 -4.4461 -0.0643
H 1.5705 -1.2984 -0.2382
H 0.7270 -2.2336 1.1637
H -1.4301 -2.4450 -0.8714
H -0.5154 -0.8865 -1.4431
H -2.5543 -1.2897 0.8192
H -0.8875 -0.6126 1.6251
H -1.1841 1.1028 -0.8391
H -3.0109 0.6402 -0.5433
H -1.9876 1.5658 0.8474
C 1.0061 6.9088 -0.0404
C -0.1645 5.9340 -0.3734
C -1.4484 6.7253 -0.7560
C -2.1607 7.3536 0.4333
C -2.4548 6.2999 1.4957
C -1.1855 5.5280 1.9391
N -0.3867 4.9923 0.7771
O -1.0787 3.8736 0.2759
C -0.3167 6.4712 2.8151
C -1.6073 4.4013 2.9388
C 0.3304 5.2188 -1.6775
H 1.9350 6.6190 -0.5465
H 0.7773 7.9359 -0.3428
H 1.2831 6.9309 1.0106
H -2.1584 6.0574 -1.2633
H -1.2081 7.5108 -1.4840
H -1.5591 8.1695 0.8465
H -3.1017 7.8059 0.0984
H -2.9229 6.7898 2.3615
H -3.2051 5.6021 1.1024
H 0.6544 6.0167 3.0419
H -0.8043 6.6764 3.7776
H -0.1484 7.4516 2.3630
H -2.3422 3.7094 2.5132
H -2.0736 4.8247 3.8370
H -0.7361 3.8204 3.2664
H 1.2184 4.6047 -1.4809
H 0.6038 5.9574 -2.4422
H -0.4343 4.5766 -2.1283
C 0.7644 -3.7689 7.6272
C 1.0852 -3.8937 6.1064
C 2.6199 -4.0025 5.8743
C 3.3615 -2.6835 6.0373
C 2.7412 -1.6102 5.1491
C 1.2198 -1.4385 5.3934
N 0.4671 -2.7453 5.3589
O 0.3627 -3.1308 4.0092
C 1.0179 -0.7235 6.7572
C 0.6600 -0.4039 4.3623
C 0.4716 -5.2858 5.7282
H -0.0383 -4.4513 7.9323
H 1.6383 -3.9965 8.2463
H 0.3968 -2.7907 7.9268
H 2.8160 -4.3797 4.8609
H 3.0560 -4.7439 6.5562
H 3.3566 -2.3742 7.0874
H 4.4143 -2.8197 5.7628
H 3.2635 -0.6588 5.3245
H 2.9300 -1.8685 4.0993
H -0.0413 -0.6991 7.0375
H 1.3585 0.3195 6.7103
H 1.5867 -1.1756 7.5733
H 0.8463 -0.6967 3.3234
H 1.1335 0.5773 4.4908
H -0.4204 -0.2644 4.4929
H -0.6210 -5.2788 5.8300
H 0.8589 -6.0706 6.3907
H 0.7161 -5.5963 4.7063
*
```

<S²>   3.071
LUMO energy (spin up / spin down)   -0.03439 / -0.13580 Ha

These are the Löwdin partial charges, in e, on atoms 1 to 5: C 0.0647; C -0.0358; C -0.1828; C -0.0095; N -0.0118



No. 7
Computed, not measured: a 2-piece molecular cluster, C3H6O3S overall at a distorted geometry, with ωB97M-V/def2-TZVPD.

```
! RIJCOSX wB97M-V def2-TZVPD def2/J DEFGRID3
* xyz -2 1
O 1.6567 -0.2476 0.8916
C 0.4031 -0.4865 0.8548
O -0.1633 -1.4153 1.4697
C -0.3733 0.3649 -0.1638
C -1.8232 -0.0014 -0.4147
S -2.6148 1.0973 -1.6545
H -0.3318 1.4182 0.1438
H 0.1976 0.2415 -1.0818
H -2.4803 -0.0123 0.4514
H -1.8090 -1.0535 -0.7290
H 3.4942 -0.2119 0.8143
H 4.6993 -0.8723 1.4144
O 4.4576 -0.3266 0.6564
*
```

LUMO energy   0.21858 Ha

These are the Löwdin partial charges, in e, on atoms 1 to 5: O -0.1407; C -0.7184; O -0.0897; C -0.2681; C -0.8043



No. 8
Computed, not measured: one molecule with the formula C12H15N3 at a distorted geometry, with ωB97M-V/def2-TZVPD.

```
! RIJCOSX wB97M-V def2-TZVPD def2/J DEFGRID3
* xyz 0 1
C 1.6680 -0.0749 -2.0404
C 2.3396 0.4839 -0.7577
C 1.5150 1.3062 0.1904
C 1.8785 2.4135 0.8618
C 0.8495 2.6476 1.8054
C 0.0040 1.6012 1.7547
N 0.4567 0.6787 0.8627
N -0.0870 -0.5376 0.8178
C 0.7026 -1.6204 1.3601
C -1.3094 -0.8087 0.1110
C -2.3777 -1.6041 0.4942
C -3.5067 -1.7641 -0.3525
N -3.7038 -1.1188 -1.5053
C -2.8177 -0.1026 -1.6765
C -1.6196 0.0969 -0.9816
H 1.3417 0.6310 -2.7497
H 0.8534 -0.7937 -1.8370
H 2.4954 -0.6082 -2.5929
H 2.7804 -0.3823 -0.0916
H 3.2794 0.9857 -1.0431
H 2.8217 2.9221 0.8200
H 0.9881 3.4067 2.6333
H -0.9245 1.2337 2.1778
H 0.1843 -2.5587 1.4107
H 1.2166 -1.4661 2.2890
H 1.4521 -1.9464 0.5979
H -2.2911 -2.1009 1.4919
H -4.2925 -2.4686 -0.1978
H -3.0489 0.6940 -2.5439
H -0.8480 0.8549 -1.3089
*
```

SMILES   CCc1cccn1N(C)c1ccncc1
LUMO energy   0.02360 Ha

These are the Löwdin partial charges, in e, on atoms 1 to 5: C -0.1009; C -0.1834; C -0.2478; C -0.0594; C -0.0954



Q: What is the formula in the third record?
A: C7H14O2